Below is 2 unconnected molecules or ions with the total composition CH3IN2, with properties calculated with the ωB97M-V functional and the def2-TZVPD basis.

XYZ file:
```
7
Properties=species:S:1:pos:R:3:forces:R:3:lowdin_charge:R:1
C 0.133 0.119 0.944 0.0 -5.1 -0.5 -1.08
N 0.273 0.954 -0.046 1.4 0.2 -3.0 -0.04
N -1.014 0.318 0.145 -2.1 0.1 -0.2 -0.04
I 0.329 0.269 2.943 0.0 0.2 0.9 0.85
H 0.764 -1.729 0.189 -0.4 1.8 1.1 0.11
H 0.302 1.912 0.121 -0.3 2.1 0.5 0.08
H -1.281 -0.352 -0.633 1.3 0.7 1.4 0.11
```
Forces are in eV/Å.

Relative energy (zero: lowest compared OMol25 entry of this formula, charge and spin) = 108.8 kcal per mole
E_LUMO (spin up / spin down) = -0.44 / -0.42 eV
Multiplicity = 1

***

Below is a molecular structure, C32H28IN3O2PPt, with properties calculated with the ωB97M-V functional and the def2-TZVPD basis.

XYZ file:
```
68
Properties=species:S:1:pos:R:3:forces:R:3:lowdin_charge:R:1
Pt 1.003 0.572 -1.426 -0.5 0.7 -0.3 0.78
C 0.635 5.314 -0.174 0.0 -0.1 0.0 -0.02
C 0.926 4.297 0.885 0.2 0.0 0.0 -0.26
N 0.811 4.621 2.135 -0.1 0.0 0.1 0.13
C 1.124 3.714 3.111 0.0 0.1 -0.1 -0.09
C 1.574 2.462 2.852 -0.1 -0.1 0.0 -0.17
C 1.943 1.559 4.001 -0.1 0.0 -0.1 -0.19
O 1.244 0.311 3.994 0.1 0.0 0.0 -0.07
C 1.673 2.033 1.482 -0.4 0.0 0.0 -0.10
C 2.114 0.715 1.237 0.4 0.1 0.0 -0.05
N 2.204 0.073 0.099 -0.7 -0.7 0.3 -0.13
C 2.802 -1.225 0.051 0.1 0.0 0.2 -0.32
C 3.048 -1.994 1.190 -0.1 0.0 0.1 -0.02
C 3.676 -3.224 1.106 0.0 0.0 0.0 -0.06
C 4.069 -3.736 -0.122 0.0 0.0 0.0 -0.07
C 3.807 -3.007 -1.270 0.0 0.0 0.1 -0.14
C 3.187 -1.772 -1.168 0.0 -0.1 -0.2 -0.60
I 2.823 -0.749 -2.963 0.2 0.1 0.1 1.10
C 1.348 2.967 0.453 0.2 0.0 0.0 -0.32
O 1.430 2.735 -0.792 -0.1 0.3 -0.2 -0.15
H 0.470 6.285 0.284 0.0 0.0 0.0 0.08
H -0.253 5.029 -0.745 0.0 0.0 0.0 0.08
H 1.465 5.368 -0.879 0.0 0.0 0.0 0.08
H 1.001 4.061 4.129 0.0 0.0 0.0 0.11
H 1.775 2.093 4.937 0.0 0.0 0.0 0.12
H 3.003 1.301 3.957 0.0 0.0 0.0 0.13
H 0.317 0.475 4.199 0.0 0.0 0.0 0.08
H 2.435 0.184 2.122 0.3 0.1 -0.1 0.10
H 2.725 -1.647 2.162 0.0 0.0 0.0 0.11
H 3.856 -3.786 2.013 0.0 0.0 0.0 0.12
H 4.566 -4.693 -0.193 0.0 0.0 0.0 0.11
H 4.081 -3.398 -2.240 0.0 0.0 0.0 0.10
N -0.145 1.396 -2.971 0.0 0.2 0.5 -0.07
C -1.592 1.174 -2.989 0.0 0.0 -0.2 -0.29
C -2.365 1.673 -4.025 0.1 0.1 -0.1 -0.01
C -3.741 1.515 -3.983 0.0 0.0 0.1 -0.04
C -4.344 0.887 -2.897 0.1 0.0 0.0 -0.05
C -3.563 0.376 -1.873 0.0 0.0 -0.1 -0.04
C -2.177 0.486 -1.941 0.0 0.2 0.2 -0.30
P -1.043 -0.207 -0.737 0.8 -1.4 -0.1 0.98
C -0.786 -1.957 -1.217 -0.2 0.0 0.1 -0.37
C -0.146 -2.791 -0.298 -0.1 0.0 0.0 -0.12
C 0.233 -4.072 -0.665 0.0 0.0 0.0 -0.07
C -0.022 -4.531 -1.952 0.0 0.0 0.0 -0.07
C -0.655 -3.704 -2.868 0.0 0.0 0.0 -0.07
C -1.031 -2.417 -2.505 -0.1 0.0 0.0 -0.09
C -1.871 -0.347 0.859 0.1 0.4 0.1 -0.35
C -1.715 0.686 1.784 0.0 0.0 -0.1 -0.08
C -2.363 0.622 3.009 0.0 0.0 0.0 -0.07
C -3.155 -0.475 3.316 0.0 0.0 0.0 -0.06
C -3.304 -1.510 2.400 0.0 0.0 0.0 -0.05
C -2.667 -1.450 1.171 0.0 0.1 0.0 -0.08
H 0.051 2.362 -2.687 -0.1 0.1 -0.2 0.11
H 0.244 1.270 -3.899 0.0 -0.1 0.0 0.10
H -1.898 2.195 -4.852 0.0 0.0 0.0 0.12
H -4.347 1.901 -4.791 0.0 0.0 0.0 0.12
H -5.420 0.791 -2.853 0.0 0.0 0.0 0.12
H -4.023 -0.114 -1.024 0.0 0.0 0.0 0.11
H 0.041 -2.440 0.711 0.0 0.0 0.0 0.11
H 0.733 -4.709 0.053 0.0 0.0 0.0 0.11
H 0.265 -5.535 -2.237 0.0 0.0 0.0 0.11
H -0.857 -4.060 -3.870 0.0 0.0 0.0 0.11
H -1.520 -1.774 -3.229 0.0 0.0 0.0 0.11
H -1.086 1.537 1.542 0.0 0.0 0.0 0.10
H -2.252 1.431 3.720 0.0 0.0 0.0 0.11
H -3.661 -0.526 4.271 0.0 0.0 0.0 0.11
H -3.919 -2.367 2.641 0.0 0.0 0.0 0.11
H -2.784 -2.255 0.458 0.0 0.0 0.0 0.11
```
Forces are in eV/Å.

Relative energy (zero: lowest compared OMol25 entry of this formula, charge and spin) = 21.1 kcal per mole
Net charge = +1
E_LUMO = -3.41 eV
Multiplicity = 1

***

Below is a molecular structure, C11H20B2F4N6O4ReSSbSe4, with properties calculated with the ωB97M-V functional and the def2-TZVPD basis.

XYZ file:
```
54
Properties=species:S:1:pos:R:3:forces:R:3:lowdin_charge:R:1
Re 0.024 -0.081 -0.296 -1.2 0.7 1.5 1.22
C 0.844 -0.196 3.985 -0.2 0.0 0.0 0.04
C 0.649 0.178 2.559 0.4 -0.3 -0.2 -0.24
N 0.204 -0.680 1.682 0.0 0.2 -0.1 -0.16
O -0.248 -1.848 2.193 -0.1 0.0 0.1 0.04
B 0.463 -3.022 1.607 0.0 0.0 0.0 -1.19
F 1.816 -2.908 1.853 0.1 0.0 0.0 0.18
F -0.135 -4.159 2.059 0.0 0.0 0.0 0.17
O 0.250 -3.020 0.107 0.1 0.1 -0.2 -0.22
N 0.829 -1.939 -0.505 -0.3 -0.5 0.2 -0.17
C 1.894 -2.169 -1.218 0.1 0.0 0.2 -0.23
C 2.610 -3.463 -1.313 -0.1 -0.1 0.0 0.02
C 2.394 -0.968 -1.819 0.3 -0.1 0.2 -0.21
N 1.663 0.042 -1.470 0.0 0.3 -0.6 -0.08
O 1.993 1.258 -1.978 0.0 0.0 0.0 0.13
B 1.116 2.291 -1.451 -0.2 -0.1 0.1 -1.02
F 1.128 3.426 -2.147 0.1 0.0 0.0 0.26
F -0.303 1.642 -1.536 0.2 0.0 -0.1 -0.09
O 1.328 2.538 -0.011 -0.1 0.0 0.0 0.09
N 0.984 1.437 0.702 0.0 -0.2 -0.6 -0.10
C 1.101 1.437 1.985 0.5 -0.3 0.0 -0.24
C 1.800 2.503 2.751 -0.2 0.1 0.0 0.03
C 3.655 -0.880 -2.598 -0.1 0.0 -0.2 0.03
H 1.386 -1.141 4.029 0.0 0.0 0.0 0.11
H -0.115 -0.356 4.478 0.0 0.0 0.0 0.11
H 1.395 0.571 4.520 0.0 0.0 0.0 0.08
H 2.246 -4.172 -0.578 0.0 0.0 0.0 0.08
H 3.674 -3.290 -1.148 0.0 0.0 0.0 0.11
H 2.483 -3.897 -2.306 0.0 0.0 0.0 0.10
H 1.964 3.375 2.126 0.0 0.0 0.0 0.09
H 2.768 2.125 3.086 0.0 0.0 0.0 0.11
H 1.230 2.791 3.634 0.0 0.0 0.0 0.10
H 3.749 -1.738 -3.262 0.0 0.0 0.0 0.10
H 4.508 -0.888 -1.915 0.0 0.0 0.0 0.11
H 3.687 0.035 -3.180 0.0 0.0 0.0 0.09
Se -1.382 -3.146 -2.740 0.0 0.2 0.0 0.06
Sb -1.230 -5.021 -0.919 0.1 0.0 0.0 0.58
Se -2.066 -1.276 -1.456 0.4 -0.6 -0.1 0.07
Se -3.200 -2.228 0.349 0.1 0.1 -0.3 0.34
Se 0.028 -6.487 -2.205 0.1 0.0 0.0 -0.05
C -5.051 1.620 -1.527 0.0 0.0 0.0 -0.03
N -4.050 1.057 -0.638 -0.1 0.1 -0.1 -0.07
C -3.013 1.720 -0.161 0.1 0.0 0.4 -0.72
S -1.976 0.901 1.000 0.2 0.2 -0.3 0.70
N -2.842 2.995 -0.466 -0.2 -0.1 -0.1 0.01
C -1.841 3.889 0.104 0.0 0.0 0.1 -0.04
H -5.778 0.848 -1.757 0.0 0.0 0.0 0.10
H -4.597 1.953 -2.463 0.0 0.0 0.0 0.10
H -5.572 2.453 -1.052 0.0 0.0 0.0 0.10
H -4.143 0.098 -0.329 0.0 0.1 0.1 0.00
H -3.509 3.413 -1.098 0.0 0.0 0.0 0.14
H -1.841 3.803 1.189 0.0 0.0 0.0 0.09
H -2.114 4.904 -0.174 0.0 0.0 0.0 0.10
H -0.854 3.672 -0.283 0.1 0.0 0.0 0.06
```
Forces are in eV/Å.

Relative energy (zero: lowest compared OMol25 entry of this formula, charge and spin) = 0.0 kcal per mole
Net charge = +1
E_LUMO (spin up / spin down) = -3.96 / -5.42 eV
Multiplicity = 2

***

Below is a gas-phase ion, C3H6NO2S2 (charge -1), with properties calculated with the ωB97M-V functional and the def2-TZVPD basis.

XYZ file:
```
14
Properties=species:S:1:pos:R:3:forces:R:3:lowdin_charge:R:1
N -0.963 1.182 -1.025 0.8 0.9 -1.5 -0.02
C -0.313 0.665 0.184 0.9 1.7 -0.1 -0.40
C 0.439 -0.569 -0.304 2.3 -0.9 -1.7 -0.54
S -0.725 -1.875 -0.819 -0.9 -0.3 0.4 0.36
S -0.212 -3.703 -0.047 0.7 -0.5 -0.1 0.20
C 0.872 1.609 0.883 -1.8 -0.5 -1.5 -0.77
O 1.124 1.117 1.956 1.0 -1.0 2.8 -0.05
O 1.334 2.602 0.326 -0.1 0.6 -1.1 -0.05
H -1.787 1.693 -0.846 -1.2 0.4 0.7 0.03
H -0.409 1.908 -1.564 0.0 -1.3 1.2 0.09
H -1.096 0.569 1.015 1.3 -0.5 -1.3 0.15
H 1.253 -1.001 0.381 -1.4 0.8 -0.9 0.09
H 0.960 -0.381 -1.424 -1.1 0.2 3.3 0.13
H -0.477 -3.818 1.283 -0.3 0.7 -0.2 -0.21
```
Forces are in eV/Å.

Relative energy (zero: lowest compared OMol25 entry of this formula, charge and spin) = 27.6 kcal per mole
Net charge = -1
E_LUMO = 2.87 eV
Multiplicity = 1
SMILES = N[C@@H](CSS)C(=O)[O-]

***

Result set for DFT total energy: -12159.956, -62835.125, -321975.144, -30464.782 eV, one per record in the order listed.